ORCA calculation (ωB97M-V with the def2-TZVPD basis set) on a cluster of 2 separate species, C14H28BClF3O3 in total at a distorted geometry.

As for the max |F|: 1.12 eV/Å. For the HOMO-LUMO gap, the calculation gives 0.26956 Eh. The total charge is -1. The calculation puts the highest occupied orbital energy at -4.5 eV.

Last columns: bonded neighbours and bond lengths (Å).
Element x y z (Å)
1 C -3.723 1.533 -3.431  C2 1.522, H18 1.084, H19 1.090, H20 1.089
2 C -3.096 0.263 -3.988  C1 1.522, C3 1.524, H21 1.091, H22 1.090
3 C -2.128 -0.348 -2.983  C2 1.524, O4 1.379, H23 1.102, H24 1.099
4 O -1.140 0.560 -2.662  C3 1.379, B5 1.524
5 B -0.180 0.115 -1.565  O4 1.524, C6 1.652, C10 1.654, H25 1.238
6 C -0.889 0.463 -0.115  B5 1.652, C7 1.542, H26 1.093, H27 1.092
7 C -0.041 0.134 1.131  C6 1.542, C8 1.527, H28 1.085, H29 1.090
8 C -0.102 1.255 2.165  C7 1.527, Cl9 1.801, H30 1.084, H31 1.085
9 Cl 0.165 0.677 3.850  C8 1.801
10 C 1.247 0.904 -1.840  B5 1.654, C11 1.499, H32 1.092, H33 1.092
11 C 1.448 2.176 -1.070  C10 1.499, O12 1.459, H34 1.093, H35 1.087
12 O 2.499 2.999 -1.659  C11 1.459, C13 1.377
13 C 3.289 3.651 -0.740  O12 1.377, C14 1.540, H36 1.093, H37 1.087
14 C 2.635 4.888 -0.095  C13 1.540, F15 1.358, F16 1.372, F17 1.373
15 F 1.378 5.125 -0.553  C14 1.358
16 F 3.375 6.015 -0.349  C14 1.372
17 F 2.565 4.780 1.271  C14 1.373
18 H -2.964 2.294 -3.289  C1 1.084
19 H -4.149 1.332 -2.448  C1 1.090
20 H -4.513 1.929 -4.066  C1 1.089
21 H -3.876 -0.463 -4.227  C2 1.091
22 H -2.570 0.479 -4.918  C2 1.090
23 H -2.728 -0.651 -2.110  C3 1.102
24 H -1.698 -1.272 -3.394  C3 1.099
25 H -0.042 -1.112 -1.651  B5 1.238
26 H -1.213 1.507 -0.125  C6 1.093
27 H -1.800 -0.136 -0.053  C6 1.092
28 H -0.366 -0.784 1.611  C7 1.085
29 H 0.994 -0.001 0.815  C7 1.090
30 H -1.082 1.718 2.150  C8 1.084
31 H 0.623 2.031 1.946  C8 1.085
32 H 2.089 0.229 -1.673  C10 1.092
33 H 1.277 1.160 -2.900  C10 1.092
34 H 1.750 1.950 -0.044  C11 1.093
35 H 0.546 2.780 -1.028  C11 1.087
36 H 3.624 2.998 0.070  C13 1.093
37 H 4.175 4.013 -1.254  C13 1.087
38 C 0.751 -4.555 3.967  C39 1.528, C42 1.523, H43 1.089, H44 1.093
39 C 1.316 -4.366 2.560  C38 1.528, C40 1.523, H45 1.092, H46 1.090
40 C 0.049 -4.377 1.714  C39 1.523, O41 1.427, H47 1.097, H48 1.090
41 O -0.982 -3.831 2.535  C40 1.427, C42 1.427
42 C -0.532 -3.739 3.887  C38 1.523, O41 1.427, H49 1.095, H50 1.091
43 H 1.418 -4.213 4.757  C38 1.089
44 H 0.522 -5.609 4.145  C38 1.093
45 H 1.811 -3.396 2.483  C39 1.092
46 H 2.027 -5.137 2.264  C39 1.090
47 H -0.229 -5.399 1.431  C40 1.097
48 H 0.135 -3.777 0.808  C40 1.090
49 H -0.347 -2.685 4.123  C42 1.095
50 H -1.320 -4.107 4.546  C42 1.091

---

ORCA calculation (ωB97M-V with the def2-TZVPD basis set) on a cluster of 7 separate species, C14H28Br14 in total at a distorted geometry.

The SMILES is BrCCBr.BrCCBr.BrCCBr.BrCCBr.BrCCBr.BrCCBr.BrCCBr. The value obtained for the energy above the lowest of the compared OMol25 structures with the same formula, charge and spin is 67.8 kJ/mol. As for the max |F|: 1.52 eV/Å. For the HOMO-LUMO gap, the calculation gives 0.37140 Eh. The calculation puts the highest occupied orbital energy at -10.0 eV.

Last columns: bonded neighbours and bond lengths (Å).
Element x y z (Å)
1 Br -1.471 33.025 11.558  C2 1.951
2 C -0.439 34.612 12.033  Br1 1.951, C3 1.497, H5 1.087, H6 1.086
3 C 1.010 34.297 11.823  C2 1.497, Br4 1.947, H7 1.089, H8 1.087
4 Br 2.110 35.902 11.786  C3 1.947
5 H -0.669 34.843 13.070  C2 1.087
6 H -0.781 35.427 11.404  C2 1.086
7 H 1.120 33.747 10.889  C3 1.089
8 H 1.452 33.655 12.580  C3 1.087
9 Br -4.809 29.780 8.013  C10 1.947
10 C -6.215 28.434 8.078  Br9 1.947, C11 1.516, H13 1.084, H14 1.087
11 C -7.046 28.667 9.324  C10 1.516, Br12 1.958, H15 1.086, H16 1.091
12 Br -8.655 27.551 9.347  C11 1.958
13 H -5.722 27.472 7.984  C10 1.084
14 H -6.782 28.626 7.170  C10 1.087
15 H -7.293 29.705 9.526  C11 1.086
16 H -6.443 28.394 10.191  C11 1.091
17 Br 3.524 29.270 4.518  C18 1.933
18 C 2.631 30.843 5.200  Br17 1.933, C19 1.511, H21 1.086, H22 1.083
19 C 1.435 30.530 6.070  C18 1.511, Br20 1.947, H23 1.086, H24 1.084
20 Br 0.608 32.203 6.625  C19 1.947
21 H 2.230 31.309 4.305  C18 1.086
22 H 3.377 31.407 5.746  C18 1.083
23 H 1.732 30.030 6.988  C19 1.086
24 H 0.695 29.933 5.550  C19 1.084
25 Br 6.439 29.484 10.848  C26 1.989
26 C 5.408 28.277 9.651  Br25 1.989, C27 1.508, H29 1.084, H30 1.084
27 C 4.134 28.959 9.223  C26 1.508, Br28 1.970, H31 1.087, H32 1.087
28 Br 3.270 27.680 7.998  C27 1.970
29 H 5.185 27.434 10.297  C26 1.084
30 H 6.016 27.988 8.801  C26 1.084
31 H 4.302 29.851 8.624  C27 1.087
32 H 3.574 29.265 10.104  C27 1.087
33 Br -0.747 26.839 6.325  C34 1.991
34 C -2.495 26.693 7.266  Br33 1.991, C35 1.504, H37 1.082, H38 1.084
35 C -2.481 25.399 8.032  C34 1.504, Br36 1.965, H39 1.085, H40 1.084
36 Br -4.306 25.018 8.651  C35 1.965
37 H -3.257 26.731 6.499  C34 1.082
38 H -2.477 27.511 7.979  C34 1.084
39 H -1.888 25.441 8.939  C35 1.085
40 H -2.251 24.512 7.453  C35 1.084
41 Br -6.453 27.271 12.838  C42 1.993
42 C -5.115 25.908 12.267  Br41 1.993, C43 1.500, H45 1.089, H46 1.086
43 C -5.638 24.528 12.536  C42 1.500, Br44 1.946, H47 1.095, H48 1.088
44 Br -5.568 23.964 14.398  C43 1.946
45 H -4.161 26.107 12.753  C42 1.089
46 H -4.935 26.205 11.239  C42 1.086
47 H -5.003 23.863 11.941  C43 1.095
48 H -6.613 24.378 12.078  C43 1.088
49 Br 0.675 28.469 10.207  C50 1.965
50 C -0.787 29.645 9.624  Br49 1.965, C51 1.504, H53 1.089, H54 1.085
51 C -1.989 29.614 10.529  C50 1.504, Br52 1.980, H55 1.089, H56 1.088
52 Br -2.669 27.800 10.936  C51 1.980
53 H -1.040 29.275 8.631  C50 1.089
54 H -0.368 30.639 9.504  C50 1.085
55 H -2.780 30.206 10.073  C51 1.089
56 H -1.767 30.081 11.486  C51 1.088